1.
106
Properties=species:S:1:pos:R:3 method="wB97M-V/def2-TZVPD" e_tot_ha=-3076.14908 total_charge=0 homo_lumo_gap_ev=2.623 lumo_ha=-0.0853
C 3.208 -3.683 5.951
C 2.421 -2.623 5.357
C 1.620 -1.633 5.887
C 0.946 -1.015 4.808
C 1.291 -1.741 3.646
B 2.719 0.859 -0.379
C 0.523 -2.165 2.587
C -0.624 -1.274 2.289
C -1.765 -2.197 2.019
C -1.557 -3.468 1.572
C -2.754 -4.310 1.211
F -2.588 -4.825 -0.057
F -2.955 -5.382 2.032
F -3.915 -3.584 1.189
C -0.269 -3.974 1.279
C 0.804 -3.281 1.772
O 2.818 1.944 0.395
C 4.195 1.929 0.878
C 4.936 2.846 -0.088
C 4.215 2.537 2.255
C 4.595 0.399 0.738
C 5.977 0.104 0.202
C 4.396 -0.382 2.028
O 3.651 -0.098 -0.263
O 2.297 -2.635 4.001
H 3.164 -3.609 7.041
H 2.823 -4.668 5.648
H 4.260 -3.641 5.650
H 1.492 -1.405 6.938
H 0.178 -0.249 4.885
H -0.882 -0.580 3.096
H -2.777 -1.818 2.125
H -0.147 -4.892 0.713
H 1.831 -3.611 1.595
H 5.960 3.026 0.260
H 4.971 2.446 -1.117
H 4.404 3.810 -0.121
H 5.246 2.794 2.523
H 3.627 3.459 2.253
H 3.824 1.876 3.035
H 6.747 0.524 0.866
H 6.139 -0.982 0.162
H 6.115 0.500 -0.809
H 5.145 -0.062 2.767
H 3.401 -0.254 2.472
H 4.564 -1.457 1.870
F -5.776 -3.742 -3.655
C -4.442 -3.806 -3.389
F -4.287 -3.918 -2.030
F -3.956 -4.976 -3.933
C -3.667 -2.635 -3.916
N -2.235 -2.822 -3.638
C -1.501 -3.536 -4.602
C -1.760 -3.332 -5.971
C -1.176 -4.163 -6.921
C -0.319 -5.195 -6.523
C -0.048 -5.394 -5.164
C -0.628 -4.565 -4.203
C -1.663 -2.241 -2.513
C -0.271 -2.222 -2.311
C 0.295 -1.642 -1.169
C -0.518 -1.080 -0.201
C 0.016 -0.481 1.125
C -0.253 1.030 1.006
C -0.452 1.866 2.113
C -0.805 3.202 1.937
C -1.022 3.737 0.650
N -1.531 5.014 0.468
C -1.807 5.861 1.635
C -3.218 5.619 2.072
F -3.580 6.279 3.201
F -4.085 6.002 1.070
F -3.461 4.282 2.274
C -1.867 5.564 -0.782
C -2.693 4.862 -1.681
C -3.298 5.539 -2.737
C -3.003 6.886 -2.972
C -2.117 7.567 -2.126
C -1.544 6.910 -1.043
C -0.683 2.930 -0.452
C -0.197 1.646 -0.250
C -1.894 -0.988 -0.450
C -2.478 -1.603 -1.548
H -3.816 -2.618 -4.997
H -4.032 -1.715 -3.456
H -2.422 -2.522 -6.282
H -1.402 -4.000 -7.976
H 0.144 -5.839 -7.275
H 0.611 -6.198 -4.841
H -0.444 -4.721 -3.137
H 0.395 -2.668 -3.045
H 1.372 -1.630 -1.020
H 1.118 -0.570 1.106
H -0.285 1.484 3.117
H -0.958 3.818 2.820
H -1.115 5.640 2.447
H -1.749 6.910 1.343
H -2.892 3.802 -1.516
H -4.002 4.998 -3.365
H -3.456 7.404 -3.821
H -1.877 8.616 -2.298
H -0.857 7.431 -0.373
H -0.807 3.303 -1.470
H 0.238 1.123 -1.097
H -2.546 -0.448 0.240
H -3.566 -1.610 -1.637



2.
107
Properties=species:S:1:pos:R:3 method="wB97M-V/def2-TZVPD" de_lowest_kj_mol=121.3 e_tot_ha=-10490.74042 total_charge=0 homo_lumo_gap_ev=5.716 lumo_ha=0.0002
Sr -0.598 0.660 1.083
C -1.675 1.930 3.971
N -0.798 0.844 3.536
C 0.614 1.092 3.845
C 1.144 2.372 3.268
C 1.933 3.230 4.025
C 2.439 4.375 3.431
C 2.143 4.628 2.101
C 1.352 3.715 1.422
N 0.865 2.619 1.991
C -1.207 -0.414 4.164
C -0.455 -1.607 3.629
C -0.022 -2.627 4.465
C 0.564 -3.750 3.900
C 0.714 -3.803 2.524
C 0.275 -2.725 1.774
N -0.305 -1.658 2.308
C -1.688 3.132 3.054
C -1.556 4.422 3.552
C -1.664 5.494 2.680
C -1.909 5.244 1.339
C -2.027 3.926 0.930
N -1.920 2.895 1.763
H -1.443 2.247 4.998
H -2.699 1.549 3.966
H 1.197 0.278 3.400
H 0.793 1.075 4.931
H 2.152 3.000 5.060
H 3.058 5.059 3.998
H 2.521 5.508 1.599
H 1.103 3.851 0.375
H -2.261 -0.577 3.928
H -1.110 -0.368 5.259
H -0.161 -2.545 5.535
H 0.892 -4.572 4.523
H 1.171 -4.653 2.038
H 0.380 -2.708 0.695
H -1.378 4.584 4.607
H -1.566 6.508 3.044
H -2.015 6.052 0.627
H -2.228 3.676 -0.108
C 0.219 3.290 -2.481
C 1.482 2.519 -2.217
C 2.576 2.600 -3.108
C 3.720 1.901 -2.843
C 3.794 1.087 -1.690
C 4.926 0.336 -1.305
Br 6.514 0.356 -2.366
C 4.923 -0.405 -0.152
C 3.767 -0.460 0.624
Br 3.751 -1.531 2.200
C 2.568 0.195 0.301
O 1.494 0.063 0.969
C 2.633 1.040 -0.873
N 1.523 1.765 -1.145
H 0.402 4.121 -3.160
H -0.195 3.663 -1.544
H -0.525 2.629 -2.932
H 2.510 3.228 -3.987
H 4.578 1.965 -3.499
H 5.800 -0.960 0.151
C 3.091 -3.748 -0.936
C 2.148 -4.642 -1.742
C 1.047 -5.231 -0.862
C 1.552 -3.886 -2.940
N 0.789 -2.717 -2.554
C 1.188 -1.449 -2.367
N 0.147 -0.735 -2.017
N -0.901 -1.585 -2.015
N -0.535 -2.767 -2.341
H 3.559 -4.312 -0.129
H 2.547 -2.916 -0.480
H 3.885 -3.337 -1.564
H 2.726 -5.461 -2.180
H 0.382 -4.450 -0.492
H 1.486 -5.746 -0.006
H 0.437 -5.947 -1.415
H 0.872 -4.543 -3.482
H 2.347 -3.560 -3.610
H 2.201 -1.095 -2.472
C -3.083 -0.271 1.022
C -3.280 -1.650 0.649
C -3.160 -2.713 1.575
C -3.357 -4.027 1.215
C -3.696 -4.363 -0.100
C -3.816 -3.328 -1.041
C -3.611 -2.021 -0.677
C -3.923 -5.713 -0.478
N -4.110 -6.809 -0.788
H -3.277 -0.119 2.092
H -3.718 0.406 0.445
H -2.906 -2.490 2.605
H -3.257 -4.815 1.953
H -4.069 -3.580 -2.064
H -3.686 -1.238 -1.420
Br -4.455 4.036 -5.000
C -3.151 2.694 -5.288
C -2.580 2.614 -6.551
C -1.608 1.663 -6.814
C -1.214 0.784 -5.817
C -1.789 0.856 -4.558
C -2.754 1.816 -4.285
I -3.548 1.899 -2.341
H -2.904 3.306 -7.317
H -1.165 1.613 -7.800
H -0.447 0.047 -6.011
H -1.488 0.170 -3.775



3.
158
Properties=species:S:1:pos:R:3 method="wB97M-V/def2-TZVPD" e_tot_ha=-31687.02394 total_charge=-1 homo_lumo_gap_ev=5.723 lumo_ha=0.0284
C 6.451 -0.344 -1.319
C 6.598 0.770 -2.489
C 6.729 0.066 -3.958
C 5.416 -0.849 -4.129
C 4.931 -1.059 -5.645
C 4.594 0.290 -6.442
C 3.138 0.913 -6.135
C 2.004 -0.068 -6.716
C 0.645 -0.098 -5.888
C -0.701 0.122 -6.675
C -0.747 0.402 -8.268
O -0.255 1.473 -8.745
O -1.370 -0.522 -9.087
C -2.097 0.067 -5.972
C -2.111 -0.214 -4.454
C -0.817 -0.407 -3.571
C 0.550 -0.339 -4.348
C 1.860 -0.579 -3.441
N -0.910 -0.636 -2.116
C -1.219 0.612 -1.358
C -0.061 1.704 -1.400
C 0.812 1.899 -0.105
C 1.955 2.970 -0.011
C 2.187 3.841 -1.271
C 1.316 3.645 -2.563
C 1.605 4.622 -3.804
C 0.189 2.591 -2.666
C -1.827 -1.733 -1.765
C -1.437 -2.942 -0.831
P 0.302 -3.048 -0.062
N 1.201 -1.740 -0.290
C -2.465 -4.115 -0.533
P -1.847 -5.547 0.588
N -1.502 -4.916 2.229
O -0.381 -6.213 -0.087
C -3.920 -4.138 -1.149
C -4.847 -5.389 -0.815
C -6.412 -5.054 -0.669
C -7.144 -5.733 -1.961
Br -8.902 -4.922 -2.391
C -4.295 -2.943 -2.053
N -5.624 -2.876 -2.706
C -3.296 -1.790 -2.355
S -3.710 -0.363 -3.490
H 6.698 0.085 -0.289
H 5.341 -0.634 -1.296
H 7.091 -1.267 -1.581
H 7.483 1.476 -2.326
H 5.583 1.324 -2.512
H 6.796 0.936 -4.702
H 7.684 -0.573 -4.019
H 4.613 -0.444 -3.423
H 5.697 -1.893 -3.711
H 4.098 -1.838 -5.636
H 5.820 -1.555 -6.202
H 5.416 1.079 -6.318
H 4.587 0.022 -7.569
H 3.076 1.882 -6.767
H 2.990 1.238 -5.052
H 1.863 0.223 -7.827
H 2.385 -1.163 -6.752
H -3.064 0.208 -6.578
H 2.220 0.356 -2.897
H 2.657 -0.999 -4.167
H 1.619 -1.457 -2.732
H -2.190 1.131 -1.664
H -1.350 0.316 -0.247
H 0.633 1.259 0.825
H 2.564 3.090 0.961
H 2.974 4.670 -1.300
H 0.576 4.999 -4.164
H 2.159 5.538 -3.377
H 2.184 4.096 -4.638
H -0.491 2.432 -3.570
H 0.977 -4.151 -0.686
H 0.235 -3.250 1.374
H 1.484 -1.345 0.626
H -0.480 -4.940 2.419
H -1.925 -5.639 2.844
H -0.598 -6.483 -1.010
H -4.713 -6.134 -1.694
H -4.538 -5.973 0.121
H -6.663 -3.943 -0.670
H -6.836 -5.593 0.254
H -6.440 -5.570 -2.864
H -7.171 -6.870 -1.803
H -6.081 -2.035 -2.314
H -5.443 -2.618 -3.701
C -0.575 -4.048 -6.246
Cl 1.097 -4.546 -5.890
Cl -1.465 -5.422 -6.944
Cl -1.370 -3.535 -4.741
Cl -0.561 -2.702 -7.402
C 3.398 2.636 4.547
Cl 3.110 3.013 2.831
Cl 4.994 3.266 5.010
Cl 2.160 3.397 5.574
Cl 3.365 0.876 4.784
C -5.061 2.655 3.032
Cl -6.494 3.706 3.102
Cl -5.578 0.957 2.916
Cl -4.084 3.081 1.613
Cl -4.096 2.869 4.506
C -13.344 -5.722 -2.081
Cl -14.980 -5.207 -1.615
Cl -13.434 -6.729 -3.541
Cl -12.345 -4.291 -2.410
Cl -12.619 -6.659 -0.758
C -7.675 -5.268 8.511
Cl -7.274 -6.402 9.819
Cl -8.039 -3.673 9.202
Cl -6.295 -5.131 7.399
Cl -9.094 -5.865 7.626
C -7.192 0.568 6.836
Cl -7.828 0.801 5.191
Cl -5.494 1.083 6.892
Cl -8.144 1.539 7.980
Cl -7.302 -1.148 7.287
C -11.697 2.444 3.769
Cl -12.335 2.677 2.127
Cl -9.999 2.960 3.824
Cl -12.648 3.413 4.917
Cl -11.808 0.727 4.209
C 8.519 -3.887 -0.317
Cl 8.881 -2.491 0.719
Cl 9.414 -3.738 -1.846
Cl 9.007 -5.382 0.511
Cl 6.777 -3.940 -0.654
C 3.814 -5.134 2.207
Cl 2.426 -4.255 1.529
Cl 4.661 -5.993 0.904
Cl 4.925 -3.983 2.978
Cl 3.241 -6.305 3.415
C 2.842 6.062 8.987
Cl 1.366 6.957 8.563
Cl 3.392 5.071 7.615
Cl 4.132 7.212 9.403
Cl 2.504 5.018 10.385
C 8.897 0.318 -7.277
Cl 10.415 0.674 -8.131
Cl 8.354 1.772 -6.408
Cl 7.657 -0.166 -8.453
Cl 9.168 -1.008 -6.127
C -3.007 6.411 8.397
Cl -4.448 7.098 9.176
Cl -3.523 5.208 7.198
Cl -2.078 7.723 7.634
Cl -1.992 5.620 9.622
C 8.267 7.663 10.663
Cl 7.415 6.612 9.514
Cl 9.133 6.667 11.851
Cl 9.428 8.682 9.786
Cl 7.087 8.695 11.503
C 5.984 11.819 8.464
Cl 7.301 11.994 7.284
Cl 5.709 13.375 9.280
Cl 4.499 11.320 7.625
Cl 6.426 10.588 9.668



4.
108
Properties=species:S:1:pos:R:3 method="wB97M-V/def2-TZVPD" de_lowest_kj_mol=189.1 e_tot_ha=-6076.83029 total_charge=-1 s_squared=0.85 multiplicity=2 homo_lumo_gap_ev="4.184 / 5.734" lumo_ha="0.0793 / 0.0791"
Ir 0.366 -0.265 0.716
Cl -4.756 -2.579 2.110
C -3.961 -1.102 2.598
C -4.662 -0.269 3.442
C -4.078 0.929 3.798
Cl -4.970 1.956 4.900
C -2.838 1.362 3.298
C -2.278 2.613 3.643
C -1.081 3.000 3.031
C -0.482 2.163 2.138
N -0.958 0.921 1.810
C -2.133 0.488 2.391
C -2.694 -0.779 2.101
O -2.079 -1.681 1.266
H -5.639 -0.546 3.808
H -2.792 3.258 4.338
H -0.634 3.965 3.227
H 0.427 2.451 1.631
C 4.154 1.446 3.907
N 3.263 0.344 4.190
C 3.040 -0.237 5.426
C 2.075 -1.149 5.262
N 1.700 -1.148 3.918
C 2.422 -0.196 3.276
S 2.347 0.382 1.686
C 0.681 -2.041 3.420
C 0.413 -3.137 4.207
C -0.830 -3.794 3.953
C -1.595 -3.452 2.908
C -1.050 -2.537 1.865
N 0.015 -1.686 2.337
H 4.790 1.605 4.775
H 3.582 2.349 3.693
H 4.771 1.216 3.040
H 3.582 0.066 6.304
H 1.573 -1.768 5.977
H 1.061 -3.457 5.005
H -1.182 -4.539 4.658
H -2.564 -3.897 2.738
H -0.710 -3.095 0.977
C 0.272 0.777 -0.873
Ge -0.649 2.240 -1.754
C -1.800 3.303 -0.591
C -2.983 2.717 -0.130
C -3.839 3.418 0.707
C -3.543 4.722 1.080
C -2.380 5.321 0.616
C -1.513 4.610 -0.206
C -1.743 1.630 -3.270
C -1.490 0.430 -3.934
C -2.254 0.038 -5.023
C -3.294 0.846 -5.470
C -3.558 2.043 -4.822
C -2.784 2.431 -3.733
C 0.766 3.329 -2.615
C 1.105 3.093 -3.947
C 2.164 3.758 -4.555
C 2.909 4.684 -3.837
C 2.590 4.930 -2.508
C 1.536 4.253 -1.907
H -3.217 1.694 -0.402
H -4.733 2.934 1.082
H -4.210 5.263 1.740
H -2.137 6.336 0.906
H -0.611 5.100 -0.553
H -0.705 -0.226 -3.576
H -2.048 -0.905 -5.515
H -3.898 0.538 -6.315
H -4.370 2.676 -5.159
H -3.009 3.365 -3.229
H 0.522 2.387 -4.530
H 2.405 3.553 -5.591
H 3.733 5.206 -4.307
H 3.168 5.645 -1.934
H 1.338 4.434 -0.856
C -4.161 -2.315 -1.539
C -2.862 -1.552 -1.508
N -1.713 -2.310 -1.585
O -2.802 -0.344 -1.446
H -4.123 -3.130 -2.264
H -4.969 -1.633 -1.789
H -4.341 -2.733 -0.547
H -1.798 -3.270 -1.285
H -0.922 -1.815 -1.177
C 3.102 -5.283 -2.933
C 2.345 -4.390 -1.956
C 3.165 -3.223 -1.329
C 4.427 -3.735 -0.623
C 5.201 -2.622 0.076
C 3.568 -2.282 -2.445
O 4.479 -2.495 -3.215
N 2.792 -1.154 -2.576
C 1.845 -0.765 -1.662
O 1.236 0.321 -1.941
N 1.542 -1.438 -0.564
C 2.222 -2.615 -0.278
O 2.036 -3.216 0.752
H 2.399 -5.936 -3.452
H 3.820 -5.919 -2.415
H 3.643 -4.703 -3.679
H 1.985 -4.979 -1.110
H 1.458 -3.968 -2.441
H 5.060 -4.216 -1.370
H 4.111 -4.490 0.097
H 5.623 -1.923 -0.649
H 6.027 -3.034 0.657
H 4.561 -2.061 0.761
H 3.007 -0.507 -3.321



What did the second record say?
107
Properties=species:S:1:pos:R:3 method="wB97M-V/def2-TZVPD" de_lowest_kj_mol=121.3 e_tot_ha=-10490.74042 total_charge=0 homo_lumo_gap_ev=5.716 lumo_ha=0.0002
Sr -0.598 0.660 1.083
C -1.675 1.930 3.971
N -0.798 0.844 3.536
C 0.614 1.092 3.845
C 1.144 2.372 3.268
C 1.933 3.230 4.025
C 2.439 4.375 3.431
C 2.143 4.628 2.101
C 1.352 3.715 1.422
N 0.865 2.619 1.991
C -1.207 -0.414 4.164
C -0.455 -1.607 3.629
C -0.022 -2.627 4.465
C 0.564 -3.750 3.900
C 0.714 -3.803 2.524
C 0.275 -2.725 1.774
N -0.305 -1.658 2.308
C -1.688 3.132 3.054
C -1.556 4.422 3.552
C -1.664 5.494 2.680
C -1.909 5.244 1.339
C -2.027 3.926 0.930
N -1.920 2.895 1.763
H -1.443 2.247 4.998
H -2.699 1.549 3.966
H 1.197 0.278 3.400
H 0.793 1.075 4.931
H 2.152 3.000 5.060
H 3.058 5.059 3.998
H 2.521 5.508 1.599
H 1.103 3.851 0.375
H -2.261 -0.577 3.928
H -1.110 -0.368 5.259
H -0.161 -2.545 5.535
H 0.892 -4.572 4.523
H 1.171 -4.653 2.038
H 0.380 -2.708 0.695
H -1.378 4.584 4.607
H -1.566 6.508 3.044
H -2.015 6.052 0.627
H -2.228 3.676 -0.108
C 0.219 3.290 -2.481
C 1.482 2.519 -2.217
C 2.576 2.600 -3.108
C 3.720 1.901 -2.843
C 3.794 1.087 -1.690
C 4.926 0.336 -1.305
Br 6.514 0.356 -2.366
C 4.923 -0.405 -0.152
C 3.767 -0.460 0.624
Br 3.751 -1.531 2.200
C 2.568 0.195 0.301
O 1.494 0.063 0.969
C 2.633 1.040 -0.873
N 1.523 1.765 -1.145
H 0.402 4.121 -3.160
H -0.195 3.663 -1.544
H -0.525 2.629 -2.932
H 2.510 3.228 -3.987
H 4.578 1.965 -3.499
H 5.800 -0.960 0.151
C 3.091 -3.748 -0.936
C 2.148 -4.642 -1.742
C 1.047 -5.231 -0.862
C 1.552 -3.886 -2.940
N 0.789 -2.717 -2.554
C 1.188 -1.449 -2.367
N 0.147 -0.735 -2.017
N -0.901 -1.585 -2.015
N -0.535 -2.767 -2.341
H 3.559 -4.312 -0.129
H 2.547 -2.916 -0.480
H 3.885 -3.337 -1.564
H 2.726 -5.461 -2.180
H 0.382 -4.450 -0.492
H 1.486 -5.746 -0.006
H 0.437 -5.947 -1.415
H 0.872 -4.543 -3.482
H 2.347 -3.560 -3.610
H 2.201 -1.095 -2.472
C -3.083 -0.271 1.022
C -3.280 -1.650 0.649
C -3.160 -2.713 1.575
C -3.357 -4.027 1.215
C -3.696 -4.363 -0.100
C -3.816 -3.328 -1.041
C -3.611 -2.021 -0.677
C -3.923 -5.713 -0.478
N -4.110 -6.809 -0.788
H -3.277 -0.119 2.092
H -3.718 0.406 0.445
H -2.906 -2.490 2.605
H -3.257 -4.815 1.953
H -4.069 -3.580 -2.064
H -3.686 -1.238 -1.420
Br -4.455 4.036 -5.000
C -3.151 2.694 -5.288
C -2.580 2.614 -6.551
C -1.608 1.663 -6.814
C -1.214 0.784 -5.817
C -1.789 0.856 -4.558
C -2.754 1.816 -4.285
I -3.548 1.899 -2.341
H -2.904 3.306 -7.317
H -1.165 1.613 -7.800
H -0.447 0.047 -6.011
H -1.488 0.170 -3.775